Record 1
Here is C3H8AgO3 as an isolated structure at a distorted geometry from the OMol25 dataset. Energies are from wB97M-V/def2-TZVPD.

Summary:
relative energy (zero: lowest compared OMol25 entry of this formula, charge and spin): 113.66 kcal/mol
charge: +1
expectation value of S²: 2.053
HOMO-LUMO gap (alpha / beta): 9.5 / 6.7 eV
spin multiplicity: 3
E_HOMO (alpha / beta): -0.53343 / -0.52261 Ha

Atoms and positions in Å:
O1 1.94192 0.26038 0.48445
C1 1.28758 -0.95016 0.51434
C2 -0.30827 -0.31809 0.84479
O2 0.20788 0.44206 2.50365
Ag1 2.06892 1.05871 2.33875
H1 1.41987 -1.75400 1.24937
H2 1.30787 -1.45933 -0.45732
H3 -0.96815 -1.19510 0.75332
H4 -0.95364 0.56873 0.75048
O3 -0.12292 0.36925 -1.20307
H5 0.97904 0.78148 -0.77712
C3 -1.43876 0.53066 -1.66521
H6 -1.96160 -0.43242 -1.57070
H7 -2.00232 1.25057 -1.04968
H8 -1.45742 0.84724 -2.71604

Forces on the atoms, in the same order (eV/Å):
0.4527 -1.2305 -1.8306
-2.0655 1.5991 -0.1518
0.5531 -0.3662 0.1658
-1.6616 -1.8126 -1.5364
1.1031 0.9817 1.0147
0.4895 0.8823 0.6410
-0.4738 0.4587 -0.0603
0.1256 0.0646 0.6636
0.9676 -0.1623 0.0042
3.9405 -0.7669 2.0004
-3.3426 -0.7025 -0.7384
-0.8181 0.9518 0.0575
0.3800 0.1082 -0.1789
0.2056 0.0349 -0.3159
0.1440 -0.0404 0.2652

natural (NBO) atomic charge list, values in e, 4 entries: -0.7517, -0.0194, -0.0586, -0.5589

=====

Record 2
Here is C3H8As6F36NO as an isolated structure at a distorted geometry from the OMol25 dataset. Energies are from wB97M-V/def2-TZVPD.

Summary:
relative energy (zero: lowest compared OMol25 entry of this formula, charge and spin): 0.00 kcal/mol
charge: -5
HOMO-LUMO gap: 10.6 eV
E_HOMO: -0.02547 Ha

Atoms and positions in Å:
C1 -0.02001 1.06986 1.54220
C2 0.13526 -0.30809 0.98993
O1 -0.29474 -1.31413 1.44460
N1 0.92839 -0.39913 -0.31177
H1 0.34945 -0.09472 -1.11157
H2 1.77674 0.17001 -0.22226
C3 1.32151 -1.82835 -0.62373
H3 -0.83433 1.08788 2.26312
H4 -0.21421 1.82185 0.77958
H5 0.88528 1.27221 2.12485
H6 0.42807 -2.38248 -0.90086
H7 1.59238 -2.35089 0.28947
H8 2.10831 -1.79048 -1.36353
As1 0.86702 3.42865 -2.89243
F1 0.97463 4.49039 -1.52495
F2 0.80307 4.85147 -3.94695
F3 0.79546 2.41696 -4.30593
F4 0.96400 2.03756 -1.84398
F5 -0.84316 3.46341 -2.79094
F6 2.60392 3.42922 -3.06297
As2 1.29473 -5.45622 -3.11334
F7 1.66822 -5.55311 -1.42026
F8 2.99836 -5.50833 -3.49290
F9 0.91518 -5.28196 -4.81059
F10 -0.39645 -5.49401 -2.77071
F11 1.37022 -3.72775 -2.97236
F12 1.25806 -7.19826 -3.30390
As3 -5.01609 2.62686 0.68436
F13 -5.23605 2.46751 2.40098
F14 -3.72361 1.47078 0.73424
F15 -4.79593 2.77162 -1.01949
F16 -6.29788 3.82123 0.56603
F17 -3.85309 3.89387 0.92039
F18 -6.21678 1.37800 0.51081
As4 -2.84592 -1.14208 -2.25988
F19 -2.08598 -1.19942 -3.82184
F20 -1.84320 -2.45079 -1.72944
F21 -3.53408 -1.13478 -0.68232
F22 -3.78774 0.23999 -2.69107
F23 -4.11406 -2.15605 -2.90877
F24 -1.56080 0.00022 -1.81118
As5 -0.28674 1.80392 6.06032
F25 0.99134 2.87452 5.56270
F26 0.63413 1.46987 7.51615
F27 -1.56572 0.75845 6.61599
F28 -1.15998 2.18750 4.62918
F29 0.44686 0.45677 5.26533
F30 -1.06643 3.12415 6.90950
As6 4.79094 -0.62095 0.82929
F31 6.17136 -0.02506 -0.04967
F32 5.78345 -1.61081 1.85610
F33 3.35325 -1.04179 1.71181
F34 3.75071 0.41387 -0.13008
F35 4.60481 -1.93267 -0.26504
F36 5.02784 0.70372 1.94777

Forces on the atoms, in the same order (eV/Å):
-0.0121 -0.1534 0.2878
-0.7548 0.2520 -0.1917
0.2593 -0.0425 -0.0506
0.1274 -1.2365 0.2430
-0.1340 0.5270 0.2970
-0.0777 0.1832 -0.2500
-0.6818 -0.0795 0.6951
-0.0809 -0.1978 -0.0989
0.2918 -0.0370 -0.1195
0.0938 0.2548 -0.2664
0.0189 0.3845 -0.7469
0.6593 0.4686 0.0561
-0.0710 -0.2462 -0.0959
0.0033 0.1937 -0.5263
0.1963 0.0290 0.1270
0.1161 -0.0586 0.0514
-0.0651 -0.0569 0.0640
0.0198 0.0996 -0.0815
-0.1491 -0.1029 0.0349
0.0967 0.1127 0.1814
-0.1453 0.8548 -0.1914
0.0206 -0.4867 0.0094
0.0974 -0.0792 -0.0664
0.1726 -0.1806 -0.1092
-0.0469 -0.0358 0.1451
-0.0341 -0.2741 -0.1484
0.0973 -0.2228 0.1764
1.0166 -0.5998 -0.3602
-0.1498 0.3824 0.2954
-0.3782 0.0650 0.1731
-0.3278 -0.0227 -0.2549
-0.2297 0.2082 0.3207
-0.1611 0.3502 0.2651
-0.1606 -0.0885 -0.2762
0.5401 1.1555 -0.1676
-0.1036 -0.1113 -0.2641
-0.0533 -0.3539 -0.1842
-0.1623 -0.0613 0.0120
-0.1672 -0.0493 -0.2381
0.0334 -0.4158 0.3257
0.0408 -0.4031 0.4703
-0.1054 0.1193 -0.0406
0.0698 0.0018 0.0312
-0.0277 -0.1464 0.1293
0.0011 -0.0492 0.1400
-0.1431 0.0376 -0.0067
0.2170 -0.0009 0.0769
0.0525 0.1055 0.0524
-0.3961 1.2876 0.6327
0.1571 -0.3244 -0.1201
0.1551 -0.1933 -0.0295
0.1052 -0.4637 0.0330
0.1206 -0.1420 -0.2984
-0.0333 -0.0770 -0.1212
0.0722 -0.0799 -0.0215

natural (NBO) atomic charge list, values in e, 4 entries: -0.7458, 0.7541, -0.4847, -0.6139

=====

Record 3
Here is C3H8BClFNPd as an isolated structure at a distorted geometry from the OMol25 dataset. Energies are from wB97M-V/def2-TZVPD.

Summary:
charge: +2
HOMO-LUMO gap: 3.9 eV
E_HOMO: -0.66390 Ha

Atoms and positions in Å:
N1 2.19156 -0.49867 -0.01982
C1 1.40073 0.33603 -0.80726
C2 -0.00114 0.88620 -0.18481
C3 -0.80762 -0.14584 0.55768
B1 -1.86662 -0.83288 -0.43595
F1 -1.35292 -1.77285 -1.17586
Cl1 -3.50718 -0.35215 -0.52353
H1 2.02574 -0.52368 0.97853
H2 2.37582 -1.42070 -0.40407
H3 1.18156 -0.14475 -1.75334
H4 1.95040 1.27315 -0.99987
H5 0.17169 1.78812 0.39277
H6 -0.59382 1.20947 -1.03575
H7 -0.23618 -0.95403 1.00621
H8 -1.42729 0.37714 1.44804
Pd1 -1.50473 0.77543 2.95703

Forces on the atoms, in the same order (eV/Å):
-1.3727 -0.3882 -0.1651
0.6899 -0.8437 -0.1178
-1.1840 0.6420 0.8263
1.0006 -1.0418 -1.5139
-0.7062 -0.0071 0.5539
0.3010 -0.1400 -0.2598
-0.0252 0.0866 0.0321
0.8747 0.4487 0.2290
0.2086 -0.0351 0.0599
0.1722 -0.0305 -0.2318
-0.4167 0.4753 0.1246
0.7253 -0.0059 0.1996
0.1332 0.3147 -0.2728
0.0902 0.1366 0.5823
-0.4415 0.2739 -0.7040
-0.0493 0.1144 0.6575

natural (NBO) atomic charge list, values in e, 4 entries: -0.5049, -0.2147, -0.3950, -0.5618

=====

| no. | DFT total energy (eV) |
| --- | --- |
| 1 | -13364.593 |
| 2 | -469659.193 |
| 3 | -24104.760 |